Molecular formula: C40H100N10O15S5
Method: DFT, ωB97M-V with the def2-TZVPD basis set

Energy relative to the best compared isomer or geometry (same formula, charge and spin) (eV): 0.000
HOMO energy (Eh): -0.3123
Molecular weight (g/mol): 1121.6
HOMO-LUMO gap (eV): 8.27
Net charge: 0
Multiplicity: 1

Last column: Löwdin charge in e.
Geometry (Å):
S -5.235 -1.189 0.062  0.821
H 2.456 -0.404 -4.734  0.081
H -2.647 6.111 1.328  0.078
N -0.474 -2.174 4.120  0.026
S 1.429 3.173 -4.346  0.897
H 5.544 2.853 2.372  0.061
H -2.709 1.793 2.292  0.058
C -3.788 3.988 -2.202  0.022
H -3.860 -0.410 -7.254  0.053
H 0.008 2.097 -6.263  0.023
H 0.624 4.802 3.286  0.077
H -3.545 -5.695 -0.953  0.089
C 5.263 -5.869 -1.100  -0.240
H -2.687 -2.738 2.819  0.059
H -0.966 -5.240 -5.187  0.052
H -5.023 5.340 5.643  0.087
H -0.293 4.382 1.805  0.049
H -4.372 1.238 -7.605  0.056
H 0.921 -4.521 2.459  0.032
C -2.576 6.599 0.356  -0.065
H 5.900 -6.750 -1.032  0.051
H -3.052 -4.470 -4.082  0.134
O -1.442 -4.648 3.865  -0.585
C -0.066 3.034 -3.239  -0.230
H -4.043 -0.047 -4.138  0.034
H 1.451 -5.420 3.890  0.058
O -2.698 5.152 4.295  0.017
C 3.123 -1.889 1.962  -0.569
S -2.774 1.167 -5.722  0.823
C 2.281 4.996 -0.914  -0.039
H 4.560 -1.224 4.362  0.077
H -3.979 4.240 6.595  0.082
C -2.324 -1.804 2.390  0.035
H 0.194 1.133 3.795  0.068
H 1.855 -4.725 -0.311  0.040
H -3.833 0.771 0.373  0.045
O -1.618 -6.549 -2.276  0.037
C -1.212 -5.667 1.307  -0.230
N -3.278 5.901 -0.687  0.014
C -2.973 0.130 -4.248  -0.257
C -1.821 -5.897 -5.032  -0.068
N 3.997 2.149 0.326  0.023
O 5.750 3.085 -0.702  0.037
C -0.142 1.431 0.375  -0.046
H -2.591 -4.206 -0.963  0.069
H 0.394 4.576 -0.018  0.100
H -0.243 1.994 -2.963  0.039
C -2.399 -5.686 -2.648  -0.560
C -2.501 2.738 2.793  -0.061
H 1.541 -2.298 4.280  0.068
O 2.279 1.624 2.818  0.016
C 0.900 1.959 -5.652  -0.266
H 0.012 3.699 -2.378  0.023
C 0.727 -1.839 4.840  -0.039
C 5.568 3.599 1.578  0.009
H 1.145 -1.106 -3.730  0.063
O 2.342 -1.832 1.055  0.032
H -0.902 3.388 -3.842  0.034
C -4.092 0.555 -6.803  -0.258
N 3.602 -0.760 2.465  0.050
H 3.244 5.428 -0.641  0.092
H 1.420 -6.234 2.296  0.049
C 2.942 -2.307 -3.633  -0.553
H -5.286 -0.603 -2.260  0.049
H 0.935 -2.404 -1.099  0.068
O -6.727 -1.434 -0.074  -0.555
H 0.892 -0.383 0.726  0.087
C 0.334 5.131 2.288  0.016
C 1.488 5.412 1.356  -0.556
S -0.886 -5.871 3.132  0.929
H 0.622 -2.272 5.835  0.092
C 2.958 2.980 4.544  0.021
C 2.223 -0.990 -3.845  0.018
C -3.486 4.230 4.538  -0.536
H 0.657 1.000 -5.195  0.020
H -4.200 2.359 4.018  0.123
H -2.436 -0.818 -4.284  0.057
H 4.857 -5.847 -2.111  0.041
H 2.657 4.070 -1.349  0.062
O 2.538 6.029 1.698  -0.018
H 1.723 1.721 -6.326  0.049
H 2.390 1.433 -0.684  0.062
H -2.365 3.482 2.008  0.064
H -5.170 3.509 5.611  0.066
C -0.391 -0.704 -0.898  -0.498
H -0.356 5.972 2.364  0.080
H 3.276 -3.777 -0.605  0.049
H -3.985 6.350 -1.251  0.137
H -4.278 4.653 -2.913  0.083
H -3.954 -4.375 -2.060  0.060
N 0.742 1.757 4.369  0.044
H 2.483 -0.410 -2.959  0.074
C -0.120 -2.161 -0.975  -0.002
H -0.510 2.869 5.619  0.071
H 1.109 -4.748 -4.860  0.075
H 0.661 2.071 0.742  0.061
H -0.869 -3.096 4.006  0.037
H -0.200 1.265 6.210  0.079
O -2.030 4.085 -0.566  0.006
H 3.695 0.253 -0.664  0.081
H -2.184 -6.098 1.067  0.043
O -3.201 2.573 -5.277  -0.567
C 3.726 -3.221 2.453  0.008
H 3.257 -4.216 -4.070  0.145
H -1.537 6.878 0.178  0.086
O -1.210 -0.192 -1.710  -0.042
H -3.228 3.291 -2.825  0.045
H -3.067 7.570 0.408  0.088
H -0.383 -2.694 -0.060  0.057
H 3.858 -3.329 3.529  0.075
H -2.355 -5.967 -5.979  0.088
H 2.759 -5.145 -1.762  0.042
H 3.063 0.058 2.219  0.084
H -4.467 3.336 -1.652  0.074
H 5.829 -4.950 -0.946  0.059
H 0.987 2.518 6.435  0.083
H -0.927 1.544 1.123  0.050
H -2.008 -1.928 1.354  0.055
C -2.960 4.675 -1.108  -0.525
C -3.131 -4.915 -1.592  -0.001
C -4.893 0.542 0.262  -0.282
H -3.638 -0.768 -1.778  0.023
C 1.940 2.056 3.862  -0.562
C 5.085 2.933 0.305  -0.574
H 3.342 2.298 1.080  0.090
S 3.815 -6.084 0.003  0.799
O -0.547 -0.248 2.962  -0.003
H -1.545 2.528 3.271  0.061
H 1.699 -3.538 -6.031  0.088
H 3.716 1.682 -1.718  0.060
H -0.454 -6.209 0.741  0.055
C -4.512 4.377 5.655  -0.001
C 4.614 -0.554 3.505  -0.052
N 2.577 -3.471 -4.115  0.013
C 2.855 -4.773 -0.742  -0.282
C 1.489 -3.733 -4.979  -0.092
H 3.186 2.708 5.575  0.073
H 0.653 -3.061 -4.788  0.076
O 3.169 -7.416 -0.401  -0.568
N -2.540 -5.327 -3.934  0.012
C 3.473 1.319 -0.719  -0.075
H -1.101 -4.628 0.995  0.031
H 3.141 -4.057 2.069  0.029
H 3.919 3.163 4.064  0.069
C -1.028 -1.332 3.211  -0.464
H -4.752 -2.265 -1.987  0.029
H 4.861 4.408 1.761  0.072
O 2.546 2.396 -3.564  -0.587
H -5.269 0.805 1.251  0.049
H 6.554 3.985 1.320  0.086
N 1.311 4.956 0.168  0.037
C 0.272 2.115 5.717  -0.048
C -4.618 -1.231 -1.670  -0.250
N -3.492 3.056 3.836  0.023
H 2.420 3.916 4.695  0.078
H 5.622 -0.725 3.128  0.082
H -1.265 -6.813 -4.831  0.095
H -0.341 1.946 -0.564  0.056
H 1.007 -0.788 4.918  0.073
H -0.682 -2.601 -1.799  0.079
O 3.936 -2.315 -2.912  0.015
H -2.620 0.732 -3.410  0.030
C 0.930 -5.500 2.937  -0.240
N 0.203 0.009 0.100  0.073
H 4.652 0.496 3.796  0.074
H -5.271 1.105 -0.591  0.053
H -3.108 -1.052 2.483  0.056
H -4.986 0.545 -6.179  0.047
H 4.716 -3.197 1.998  0.093
H 1.833 5.558 -1.733  0.084